# 1
{"formula": "C39H35CsO6", "method": "the ωB97M-V functional and the def2-TZVPD basis", "elements": ["Cs", "C", "C", "O", "C", "C", "C", "C", "C", "C", "O", "H", "H", "H", "H", "H", "H", "H", "C", "C", "C", "O", "C", "C", "O", "C", "O", "C", "C", "C", "C", "C", "C", "C", "C", "C", "C", "C", "C", "C", "O", "C", "C", "C", "C", "C", "C", "C", "C", "C", "C", "C", "C", "H", "H", "H", "H", "H", "H", "H", "H", "H", "H", "H", "H", "H", "H", "H", "H", "H", "H", "H", "H", "H", "H", "H", "H", "H", "H", "H", "H"], "xyz": [[-2.532769, -0.617319, 0.407241], [-5.831564, -3.804867, -2.263866], [-5.302737, -3.171758, -0.968096], [-5.228088, -1.952997, -0.951579], [-4.931876, -4.065485, 0.128649], [-5.108397, -5.457866, -0.024851], [-4.800580, -6.373630, 0.952884], [-4.275370, -5.895610, 2.178430], [-4.085469, -4.558515, 2.379865], [-4.396425, -3.548857, 1.379396], [-4.180835, -2.341843, 1.630355], [-6.013144, -2.996470, -2.967768], [-6.765105, -4.346363, -2.088459], [-5.107204, -4.499558, -2.695806], [-5.504958, -5.835377, -0.961129], [-4.948916, -7.433757, 0.785785], [-4.018646, -6.600619, 2.963537], [-3.681723, -4.182723, 3.313524], [4.377576, 2.082226, 1.126289], [3.429981, 0.901892, 1.193997], [4.132548, -0.336402, 1.769534], [2.939497, 0.660282, -0.094695], [1.651687, 0.055991, 0.088033], [1.084728, 0.790710, 1.346009], [2.309769, 1.217294, 1.989903], [0.012816, 1.936133, 1.397603], [-1.224518, 1.457004, 1.140081], [-0.092537, 2.490371, 2.853674], [-0.816366, 3.670510, 3.035813], [-1.110952, 4.161999, 4.297529], [-0.693299, 3.478525, 5.436944], [0.023950, 2.303204, 5.277318], [0.325878, 1.820771, 4.005467], [0.454555, 3.078437, 0.472544], [-0.190187, 3.226072, -0.746091], [0.167648, 4.243998, -1.623997], [1.174978, 5.140350, -1.282115], [1.815667, 5.011391, -0.053328], [1.453891, 3.989973, 0.818634], [0.864977, -0.246095, -1.253009], [-0.454116, -0.387894, -1.005822], [1.125276, 0.778289, -2.399429], [2.359170, 1.312757, -2.777463], [2.462052, 2.170326, -3.870261], [1.342316, 2.488948, -4.628764], [0.112751, 1.939229, -4.277174], [0.014465, 1.103595, -3.171017], [1.402883, -1.645144, -1.723432], [1.053157, -2.747793, -0.937068], [1.404402, -4.039012, -1.289744], [2.115275, -4.275750, -2.465597], [2.459558, -3.197124, -3.262971], [2.109717, -1.897172, -2.892562], [5.289991, 1.778010, 0.608579], [4.623616, 2.409111, 2.138899], [3.907275, 2.900549, 0.581308], [4.968535, -0.612986, 1.122968], [3.440105, -1.175735, 1.837068], [4.502440, -0.107947, 2.771036], [1.838168, -0.946931, 0.484873], [0.631147, 0.015464, 1.969635], [-1.167674, 4.198772, 2.154722], [-1.678605, 5.080917, 4.395700], [-0.926151, 3.855178, 6.426249], [0.357194, 1.751826, 6.150091], [0.899749, 0.910730, 3.919232], [-0.970638, 2.507224, -0.974396], [-0.326412, 4.331037, -2.584071], [1.459639, 5.931931, -1.966643], [2.595815, 5.711965, 0.226542], [1.940729, 3.900535, 1.783737], [3.247742, 1.063335, -2.218180], [3.426689, 2.591438, -4.133594], [1.426310, 3.158142, -5.478135], [-0.771505, 2.175823, -4.859430], [-0.930927, 0.674045, -2.855796], [0.456321, -2.570252, -0.048577], [1.104709, -4.867403, -0.658799], [2.381612, -5.285308, -2.755274], [3.000709, -3.358228, -4.189367], [2.388030, -1.075518, -3.541322]], "forces_ev_per_angstrom": [[-0.9, 0.0, -0.2], [0.0, 0.0, 0.0], [-0.1, -0.1, -0.2], [0.0, 0.1, 0.1], [0.0, 0.0, 0.1], [0.0, 0.1, 0.0], [0.1, 0.0, 0.1], [-0.1, 0.2, -0.2], [-0.1, -0.2, -0.1], [0.0, -0.1, 0.2], [-0.6, -0.7, 0.4], [0.0, 0.0, 0.0], [0.1, 0.0, 0.0], [0.0, 0.0, 0.0], [0.0, 0.0, 0.0], [0.0, 0.0, 0.0], [0.0, 0.0, 0.0], [0.0, 0.0, 0.0], [0.0, 0.0, 0.0], [0.0, -0.1, 0.0], [0.0, 0.1, -0.1], [-0.1, -0.1, -0.1], [-0.2, 0.0, 0.0], [-0.3, 0.0, 0.2], [0.0, 0.2, 0.0], [-0.2, 0.0, 0.2], [0.7, 0.8, 0.2], [0.3, -0.1, 0.1], [-0.1, 0.1, 0.0], [0.0, 0.0, 0.0], [0.0, 0.0, -0.1], [0.0, 0.0, -0.1], [-0.1, 0.1, -0.1], [0.1, 0.1, 0.0], [0.0, 0.0, -0.1], [0.1, 0.0, 0.1], [-0.1, -0.1, 0.1], [-0.1, -0.1, 0.0], [0.0, 0.0, -0.1], [-0.1, 0.1, -0.1], [1.4, -0.2, -0.5], [0.0, -0.1, 0.0], [-0.1, 0.1, -0.1], [-0.1, 0.0, 0.0], [-0.1, -0.1, 0.1], [0.2, 0.0, 0.1], [-0.1, 0.1, -0.2], [0.1, 0.1, -0.1], [-0.1, 0.0, 0.0], [0.0, 0.1, 0.0], [0.0, 0.1, 0.0], [0.0, 0.0, 0.0], [0.1, 0.0, 0.0], [0.0, 0.1, 0.0], [0.0, 0.0, 0.0], [0.0, -0.1, 0.0], [0.0, 0.0, 0.1], [0.0, 0.0, 0.0], [0.0, 0.0, 0.0], [0.0, 0.0, 0.0], [0.0, -0.1, 0.0], [0.0, 0.0, 0.1], [0.0, 0.0, 0.0], [0.0, 0.0, 0.0], [0.0, 0.0, 0.0], [0.0, -0.1, 0.0], [0.1, 0.1, 0.0], [0.0, 0.0, 0.0], [0.0, 0.0, 0.0], [0.0, 0.0, 0.0], [0.0, 0.0, 0.0], [0.0, 0.0, 0.0], [0.0, 0.0, 0.0], [0.0, 0.0, 0.0], [0.0, 0.0, 0.0], [0.1, 0.0, 0.0], [0.0, 0.0, 0.0], [0.0, 0.0, 0.0], [0.0, 0.0, 0.0], [0.0, 0.0, 0.0], [0.0, 0.0, 0.0]], "charge": -2, "homo_lumo_gap_ev": 5.811, "e_lumo_ev": 4.078}

# 2
{"formula": "C4H5N3", "method": "the ωB97M-V functional and the def2-TZVPD basis", "elements": ["C", "C", "C", "C", "N", "N", "N", "H", "H", "H", "H", "H"], "xyz": [[-2.371915, -0.942437, -0.465091], [-1.028767, -0.442217, -0.375776], [0.947927, 0.708002, 0.688944], [-0.167381, -0.289979, 0.839666], [-2.582267, -1.195400, -1.709423], [-0.568706, -0.415193, -1.634527], [-1.515311, -0.859225, -2.426378], [1.843426, 0.327391, 0.670554], [0.693088, 1.698054, 0.485063], [-0.855944, -0.065832, 1.719969], [0.494141, -1.221168, 1.106612], [-1.428740, -1.009029, -3.432738]], "forces_ev_per_angstrom": [[1.7, 0.3, -1.7], [-0.1, -1.0, -0.5], [-5.3, 0.4, 0.4], [1.4, -0.5, 1.3], [-2.3, -0.7, -0.9], [1.7, 0.5, 0.5], [-0.8, 0.0, 2.1], [4.9, -1.4, -0.2], [0.1, 1.5, -0.3], [0.9, -0.3, -1.0], [-2.1, 0.9, -0.6], [0.0, 0.2, 0.8]], "charge": 0, "homo_lumo_gap_ev": [10.291, 6.959], "e_lumo_ev": [0.331, -1.421]}

# 3
{"formula": "CH4N3O", "method": "the ωB97M-V functional and the def2-TZVPD basis", "elements": ["N", "C", "N", "N", "O", "H", "H", "H", "H"], "xyz": [[1.617696, 0.241560, 0.550359], [0.381397, -0.259859, 0.398974], [-0.547967, -0.014065, -0.505700], [-2.194728, -0.521501, -0.444437], [-2.708208, -0.050669, -1.319454], [2.021941, -0.084806, 1.410794], [1.814380, 1.029185, -0.022364], [-0.088343, -0.927485, 1.211444], [-0.296169, 0.587640, -1.279616]], "forces_ev_per_angstrom": [[-3.3, -1.8, -0.2], [-2.2, -0.8, 1.4], [1.9, 0.2, 0.5], [0.5, 0.4, -0.4], [-0.2, -0.3, 0.3], [1.0, 0.7, -0.1], [1.2, 0.6, 0.0], [1.5, 0.8, -1.0], [-0.3, 0.2, -0.4]], "charge": 1, "homo_lumo_gap_ev": 10.287, "e_lumo_ev": -5.812, "smiles": "N/C=[NH+]/N=O"}

# 4
{"formula": "C3H4INOS", "method": "the ωB97M-V functional and the def2-TZVPD basis", "elements": ["C", "C", "C", "N", "O", "S", "I", "H", "H", "H", "H"], "xyz": [[-2.609343, -0.859314, -2.614678], [-2.380198, -0.737981, -1.412981], [2.794401, 0.601087, 1.025454], [-2.033132, -0.393527, -0.253327], [-1.473319, 0.244708, 2.117355], [-1.899923, 0.764980, 0.825270], [1.663788, -0.772615, -0.166330], [-2.986371, -1.434573, -3.406678], [2.950437, 1.563925, 0.558876], [3.798933, 0.311432, 1.381512], [2.174729, 0.711873, 1.945531]], "forces_ev_per_angstrom": [[-0.2, -0.3, 1.6], [-0.4, 0.7, -3.2], [0.0, 0.2, 1.7], [0.8, 2.3, 5.0], [-0.3, 0.5, -0.9], [0.0, -3.0, -1.7], [0.6, 0.3, 0.1], [0.0, -0.2, -0.8], [-0.5, 0.0, -0.4], [-0.6, -0.7, -0.6], [0.5, 0.1, -0.8]], "charge": 0, "homo_lumo_gap_ev": [7.430, 7.424], "e_lumo_ev": [-1.799, -1.803]}

| no. | largest force on an atom (eV/A) |
| --- | --- |
| 1 | 1.45 |
| 2 | 5.34 |
| 3 | 3.74 |
| 4 | 5.51 |